1.
Below is C21H41BN3O3P in the gas phase in a non-equilibrium geometry, with properties calculated with wB97M-V/def2-TZVPD.

Each atom is followed by the atoms it is bonded to, with distances in Å.
Atoms and positions in Å:
1 C 2.67 -3.33 1.50  C2 1.490, H30 1.192, H31 1.180
2 C 2.63 -1.88 1.86  C1 1.490, C3 1.641, H32 1.191
3 C 3.66 -0.71 1.34  C2 1.641, P4 1.929, N6 1.541, C16 1.671
4 P 4.39 -0.06 3.00  C3 1.929, N5 1.625, H33 1.469, H34 1.445
5 N 4.66 -1.34 3.96  P4 1.625, H35 1.065
6 N 4.89 -1.42 0.76  C3 1.541, C7 1.511, H36 1.043
7 C 5.25 -0.68 -0.51  N6 1.511, O8 1.335, C9 1.673
8 O 6.47 -0.41 -0.98  C7 1.335
9 C 3.74 -0.26 -1.10  C7 1.673, C10 1.673, B12 1.656, C16 1.641
10 C 3.21 -1.77 -1.57  C9 1.673, C11 1.488, H37 1.194
11 C 2.01 -2.02 -2.42  C10 1.488, H38 1.191, H39 1.191
12 B 4.06 0.69 -2.42  C9 1.656, O13 1.506, O14 1.507
13 O 4.62 2.08 -2.34  B12 1.506, H40 1.021
14 O 3.86 0.20 -3.83  B12 1.507, C15 1.471
15 C 5.15 -0.39 -4.22  O14 1.471, H41 1.174, H42 1.173, H43 1.176
16 C 3.09 0.42 0.25  C3 1.671, C9 1.641, C17 1.638, C19 1.653
17 C 3.42 1.97 0.64  C16 1.638, N18 1.527, H44 1.187, H45 1.194
18 N 4.90 2.31 0.70  C17 1.527, H46 1.047, H47 1.054
19 C 1.45 0.33 0.06  C16 1.653, C20 1.641, H48 1.193, H49 1.170
20 C 0.59 0.94 1.31  C19 1.641, C21 1.651, H50 1.170, H51 1.189
21 C -0.29 2.21 0.74  C20 1.651, C22 1.668, H52 1.181, H53 1.173
22 C -1.57 1.56 -0.11  C21 1.668, C23 1.641, H54 1.186, H55 1.188
23 C -2.96 1.99 0.65  C22 1.641, C24 1.641, H56 1.183, H57 1.187
24 C -3.94 0.67 0.66  C23 1.641, C25 1.672, H58 1.182, H59 1.174
25 C -5.37 1.05 -0.11  C24 1.672, C26 1.662, H60 1.183, H61 1.179
26 C -6.53 0.13 0.65  C25 1.662, C27 1.650, H62 1.176, H63 1.171
27 C -7.82 -0.18 -0.33  C26 1.650, C28 1.672, H64 1.188, H65 1.181
28 C -8.21 -1.80 -0.39  C27 1.672, C29 1.668, H66 1.193, H67 1.175
29 C -9.88 -1.83 -0.34  C28 1.668, H68 1.189, H69 1.171, H70 1.191
30 H 3.50 -4.01 2.02  C1 1.192
31 H 1.86 -3.74 0.76  C1 1.180
32 H 1.78 -1.54 2.62  C2 1.191
33 H 3.47 0.90 3.63  P4 1.469
34 H 5.67 0.54 2.72  P4 1.445
35 H 5.70 -1.39 4.16  N5 1.065
36 H 5.66 -1.64 1.44  N6 1.043
37 H 3.83 -2.74 -1.26  C10 1.194
38 H 1.00 -1.43 -2.21  C11 1.191
39 H 2.03 -2.82 -3.30  C11 1.191
40 H 5.13 2.24 -3.21  O13 1.021
41 H 5.89 0.50 -4.42  C15 1.174
42 H 5.51 -1.10 -3.35  C15 1.173
43 H 5.01 -1.02 -5.20  C15 1.176
44 H 2.87 2.67 -0.15  C17 1.187
45 H 2.98 2.30 1.70  C17 1.194
46 H 5.15 2.48 1.71  N18 1.047
47 H 5.01 3.21 0.17  N18 1.054
48 H 1.19 0.97 -0.91  C19 1.193
49 H 1.04 -0.75 -0.14  C19 1.170
50 H 1.21 1.17 2.28  C20 1.170
51 H -0.21 0.12 1.63  C20 1.189
52 H 0.34 2.80 -0.07  C21 1.181
53 H -0.62 2.98 1.56  C21 1.173
54 H -1.60 1.94 -1.23  C22 1.186
55 H -1.40 0.39 -0.18  C22 1.188
56 H -2.67 2.25 1.77  C23 1.183
57 H -3.47 2.95 0.16  C23 1.187
58 H -3.50 -0.25 0.05  C24 1.182
59 H -4.11 0.31 1.76  C24 1.174
60 H -5.22 0.72 -1.23  C25 1.183
61 H -5.58 2.21 -0.02  C25 1.179
62 H -6.06 -0.91 0.96  C26 1.176
63 H -6.90 0.70 1.60  C26 1.171
64 H -8.74 0.38 0.17  C27 1.188
65 H -7.69 0.24 -1.42  C27 1.181
66 H -7.82 -2.30 -1.39  C28 1.193
67 H -7.73 -2.37 0.53  C28 1.175
68 H -10.22 -0.97 -1.08  C29 1.189
69 H -10.34 -2.85 -0.68  C29 1.171
70 H -10.17 -1.54 0.78  C29 1.191

## Properties
Charge: 0
2S+1: 1
SMILES: C=C[C@@]1([PH2]=N)NC(=O)[C@](C=C)(B(O)OC)[C@@]1(CN)CCCCCCCCCCC

=====

2.
Below is 7 unconnected molecules or ions with the total composition C27H43NO13 in a non-equilibrium geometry, with properties calculated with wB97M-V/def2-TZVPD.

Each atom is followed by the atoms it is bonded to, with distances in Å.
Atoms and positions in Å:
1 O -0.26 -1.24 -5.28  C2 1.192
2 C -0.01 -0.12 -4.94  O1 1.192, C3 1.518, O6 1.349
3 C 0.81 0.90 -5.70  C2 1.518, C4 1.525, H7 1.091, H8 1.086
4 C 0.88 2.11 -4.78  C3 1.525, C5 1.535, H9 1.089, H10 1.101
5 C -0.02 1.76 -3.58  C4 1.535, O6 1.439, H11 1.089, H12 1.090
6 O -0.42 0.39 -3.76  C2 1.349, C5 1.439
7 H 1.81 0.48 -5.82  C3 1.091
8 H 0.42 1.05 -6.71  C3 1.086
9 H 1.86 2.52 -4.56  C4 1.089
10 H 0.44 2.99 -5.28  C4 1.101
11 H 0.47 1.82 -2.61  C5 1.089
12 H -0.92 2.37 -3.57  C5 1.090
13 O -1.70 -3.17 3.32  C14 1.194
14 C -2.27 -2.78 2.34  O13 1.194, C15 1.511, O18 1.363
15 C -2.73 -3.55 1.12  C14 1.511, C16 1.537, H19 1.090, H20 1.086
16 C -4.04 -2.83 0.78  C15 1.537, C17 1.515, H21 1.089, H22 1.089
17 C -3.76 -1.40 1.23  C16 1.515, O18 1.456, H23 1.092, H24 1.090
18 O -2.71 -1.50 2.24  C14 1.363, C17 1.456
19 H -2.00 -3.48 0.32  C15 1.090
20 H -2.91 -4.60 1.36  C15 1.086
21 H -4.27 -2.91 -0.28  C16 1.089
22 H -4.86 -3.25 1.36  C16 1.089
23 H -3.36 -0.72 0.48  C17 1.092
24 H -4.63 -0.91 1.65  C17 1.090
25 O 5.00 -4.94 2.75  C26 1.194
26 C 3.95 -4.45 2.49  O25 1.194, C27 1.525, O30 1.345
27 C 3.45 -4.00 1.12  C26 1.525, C28 1.533, H31 1.093, H32 1.085
28 C 2.01 -3.54 1.37  C27 1.533, C29 1.522, H33 1.084, H34 1.094
29 C 1.76 -3.76 2.86  C28 1.522, O30 1.456, H35 1.088, H36 1.089
30 O 3.05 -4.13 3.44  C26 1.345, C29 1.456
31 H 4.11 -3.16 0.87  C27 1.093
32 H 3.55 -4.75 0.34  C27 1.085
33 H 1.85 -2.55 0.97  C28 1.084
34 H 1.30 -4.18 0.84  C28 1.094
35 H 1.37 -2.92 3.43  C29 1.088
36 H 1.11 -4.61 3.05  C29 1.089
37 O 0.03 2.75 3.05  C38 1.200
38 C 0.33 2.81 4.21  O37 1.200, C39 1.518, O42 1.340
39 C 1.33 1.95 4.95  C38 1.518, C40 1.540, H43 1.086, H44 1.089
40 C 1.23 2.43 6.41  C39 1.540, C41 1.525, H45 1.086, H46 1.087
41 C -0.09 3.20 6.42  C40 1.525, O42 1.426, H47 1.092, H48 1.086
42 O -0.34 3.59 5.07  C38 1.340, C41 1.426
43 H 1.07 0.91 4.81  C39 1.086
44 H 2.32 2.17 4.54  C39 1.089
45 H 1.24 1.56 7.06  C40 1.086
46 H 2.08 3.06 6.64  C40 1.087
47 H -0.90 2.55 6.76  C41 1.092
48 H -0.08 4.08 7.05  C41 1.086
49 O 3.28 -1.14 -5.15  C50 1.195
50 C 2.97 -1.69 -4.13  O49 1.195, C51 1.519, O54 1.348
51 C 2.37 -3.07 -3.95  C50 1.519, C52 1.527, H55 1.091, H56 1.082
52 C 2.44 -3.31 -2.44  C51 1.527, C53 1.549, H57 1.092, H58 1.092
53 C 2.88 -1.95 -1.83  C52 1.549, O54 1.427, H59 1.087, H60 1.093
54 O 3.11 -1.08 -2.94  C50 1.348, C53 1.427
55 H 1.32 -2.93 -4.23  C51 1.091
56 H 2.89 -3.83 -4.52  C51 1.082
57 H 1.48 -3.64 -2.04  C52 1.092
58 H 3.12 -4.10 -2.13  C52 1.092
59 H 2.17 -1.57 -1.10  C53 1.087
60 H 3.84 -2.09 -1.33  C53 1.093
61 O -5.84 6.19 -1.75  C62 1.194
62 C -4.77 5.66 -1.85  O61 1.194, C63 1.508, O66 1.348
63 C -4.18 4.59 -0.98  C62 1.508, C64 1.539, H67 1.090, H68 1.086
64 C -3.05 3.99 -1.84  C63 1.539, C65 1.521, H69 1.091, H70 1.091
65 C -2.90 4.96 -3.00  C64 1.521, O66 1.437, H71 1.089, H72 1.094
66 O -3.92 5.96 -2.85  C62 1.348, C65 1.437
67 H -3.77 4.99 -0.05  C63 1.090
68 H -4.91 3.84 -0.66  C63 1.086
69 H -2.16 3.87 -1.22  C64 1.091
70 H -3.28 2.98 -2.18  C64 1.091
71 H -1.91 5.38 -3.15  C65 1.089
72 H -3.13 4.47 -3.96  C65 1.094
73 C 2.05 0.06 1.73  N74 1.442, H78 1.093, H79 1.088, H80 1.089
74 N 1.00 0.76 1.03  C73 1.442, C75 1.354, H81 1.011
75 C 0.09 0.13 0.25  N74 1.354, C76 1.523, O77 1.228
76 C -1.13 0.96 -0.13  C75 1.523, H82 1.089, H83 1.090, H84 1.087
77 O 0.11 -1.07 -0.04  C75 1.228
78 H 2.87 -0.16 1.04  C73 1.093
79 H 1.71 -0.85 2.22  C73 1.088
80 H 2.47 0.74 2.46  C73 1.089
81 H 0.62 1.61 1.43  N74 1.011
82 H -1.03 1.97 0.28  C76 1.089
83 H -1.98 0.48 0.35  C76 1.090
84 H -1.34 0.92 -1.19  C76 1.087

## Properties
Energy relative to the best compared isomer or geometry (same formula, charge and spin) in kcal per mole: 0.0
Charge: 0
2S+1: 1
SMILES: O=C1CCCO1.O=C1CCCO1.O=C1CCCO1.O=C1CCCO1.O=C1CCCO1.O=C1CCCO1.CNC(C)=O

=====

Number 1: lowest unoccupied orbital energy -0.57 eV. Number 2: lowest unoccupied orbital energy 0.22 eV.